DFT (ωB97M-V/def2-TZVPD) results for 8 unconnected molecules or ions with the total composition C42H78F7N5O12PS2.

```
147
Properties=species:S:1:pos:R:3:forces:R:3:mulliken_charge:R:1
O -4.635409 1.367395 -6.886723 0.270 -0.097 -0.093 -0.41
C 7.487833 8.360733 6.879711 -0.307 -0.111 0.156 -0.45
H 5.619211 5.970641 2.052579 -0.126 0.013 -0.010 0.30
H 0.368033 6.595064 0.033727 0.030 -0.115 0.060 0.17
H 7.277551 10.956374 5.982800 0.058 -0.021 -0.064 0.27
H -5.690946 -8.647213 -0.791434 -0.022 0.023 -0.073 0.23
H -2.815532 -6.250307 3.769108 -0.047 -0.063 0.017 0.22
O 3.974078 -3.323950 3.274702 0.378 -0.069 0.044 -0.31
H 2.756844 -4.963030 -1.301428 -0.405 0.637 0.013 0.34
H -1.551962 -8.036049 4.727272 0.076 -0.046 -0.107 0.31
C -2.445347 4.405399 -1.537657 -0.622 0.023 -1.523 -0.54
C -3.087874 -7.242767 3.394343 -0.074 0.319 0.324 -0.64
H 4.567346 -4.932733 2.142838 0.067 -0.035 -0.062 0.27
C -5.426501 -8.383533 -1.820786 -0.350 -0.024 0.323 -0.58
H -1.025690 -6.463040 1.610824 -0.034 0.051 -0.088 -0.40
O 2.224259 -4.149552 -1.153663 -1.992 -0.533 -1.588 -0.36
H -2.186681 -8.792765 -2.293002 -0.023 -0.125 -0.026 0.25
H 2.422679 7.054784 1.224398 0.063 -0.087 -0.139 0.12
H -6.215139 -7.745129 -2.222421 0.049 -0.068 0.012 0.36
H -3.910717 -7.218257 -2.798040 0.012 -0.001 0.064 0.18
C -0.162252 -4.453576 -2.290464 1.685 -0.848 -0.013 -0.62
C 1.363054 -3.912533 -2.284160 2.861 1.689 -2.601 0.46
H 8.760394 10.815607 5.024923 -0.065 -0.055 0.016 0.33
C -1.965103 3.616482 -2.862835 1.050 0.407 0.771 -0.48
H -1.038457 4.196061 -3.238438 -1.378 -1.021 0.540 0.29
C 5.009590 5.306955 2.670409 -0.118 -0.113 -0.285 -0.54
H 9.499016 8.916004 6.352950 -0.049 0.033 0.067 0.27
O -0.461634 -4.075652 0.624735 -1.454 2.619 -3.343 -0.15
C -5.209015 -9.641851 -2.638093 0.013 -0.208 -0.312 -0.52
H 6.318159 4.301716 4.105336 -0.060 0.033 -0.041 0.37
O -1.019181 -8.185227 2.727109 -0.267 0.226 -0.120 -0.46
C -4.053705 -7.749581 -1.850744 0.215 0.395 -0.229 0.05
H -2.721797 3.667697 -3.719588 0.745 -0.125 1.443 0.22
N -3.047487 -0.424159 -1.638802 -1.444 0.680 1.956 0.15
F -7.978507 -0.070740 0.000348 2.810 -0.782 -2.530 -0.21
H 3.395821 6.305162 -0.049659 -0.049 0.022 0.099 0.13
H -1.908584 4.864439 0.355339 0.676 -0.352 -0.606 0.27
C -4.349838 2.613323 -7.540396 -0.331 0.196 0.009 -0.32
C -4.940701 -0.696456 0.694144 -0.923 -1.851 2.966 0.41
F -4.346378 -1.688754 1.533485 -0.974 2.484 -2.398 -0.18
C -2.167091 1.021288 -3.543641 0.512 0.065 -0.197 -0.24
O 1.841202 -3.235064 -3.221992 -2.527 -2.431 3.253 -0.47
S -2.833765 -3.970724 -4.659267 0.793 0.835 0.368 -0.30
H 0.599886 -2.320297 1.264550 -1.050 -1.238 0.508 0.36
H 6.635798 -3.703629 5.193799 -0.083 -0.007 -0.048 0.34
H 7.876771 7.406770 7.242696 -0.093 -0.007 -0.088 0.27
C -3.144707 -8.961937 -1.795113 0.068 -0.358 0.126 -0.22
C 4.344948 4.858015 4.883523 -0.183 -0.378 0.203 -0.64
C 2.147623 7.783724 -2.012286 0.012 -0.127 -0.292 -0.51
H -2.545891 1.583507 -4.472674 0.391 -0.948 1.346 0.19
H 6.073675 6.031993 4.394453 -0.014 -0.085 -0.007 -0.17
F -6.586920 0.392517 -1.842045 -0.924 -2.048 2.489 -0.14
S -3.671451 0.357728 -0.189924 3.362 6.476 4.192 1.36
H 3.906445 -3.583407 5.333308 -0.048 0.039 -0.115 0.26
H 1.891040 8.940846 -0.215777 0.071 -0.008 -0.044 0.30
C -7.079259 -0.582899 -0.965185 -3.015 -0.455 -1.196 0.47
H -3.876441 -7.046429 -1.034211 0.005 -0.047 -0.014 0.01
H 6.913441 -4.711417 2.688963 -0.068 0.056 0.009 0.33
C -1.506789 2.082754 -2.542120 0.743 0.941 -0.909 -0.22
O 6.864843 8.173119 5.601212 0.185 0.200 0.063 -0.33
C 5.868601 -4.050461 4.500022 -0.004 -0.357 0.305 -0.55
C -1.542219 -7.429274 1.628824 0.352 0.026 0.073 0.41
O 3.702692 5.872728 2.840836 0.196 -0.202 0.335 -0.29
H -3.308955 3.022164 -9.418679 -0.010 -0.043 0.087 0.35
H -4.284635 0.931647 -2.898321 1.408 -1.350 0.744 0.39
C 6.256963 -3.915569 3.044155 0.328 0.233 -0.232 -0.55
C 0.989229 -3.955119 2.734659 -0.087 -0.587 -0.050 -0.94
C -3.281565 2.328024 -8.577563 0.373 0.231 0.076 -0.53
H -1.608112 1.839913 -1.434040 -0.121 0.147 -1.474 -0.06
H 1.327044 5.175483 -0.431346 -0.116 0.084 -0.092 0.17
N -1.713949 -2.363868 -2.392408 -0.623 2.747 0.923 0.57
C 1.284879 6.265647 -0.465858 -0.170 0.037 0.034 -0.32
H -0.922533 -2.819048 2.275669 1.464 -0.381 -0.926 0.25
H 6.442980 9.628667 4.184283 -0.008 -0.124 0.047 0.30
H -1.335703 -7.952417 0.691291 0.072 -0.053 0.071 0.19
C -4.029546 0.304906 -7.634798 -0.133 -0.084 0.240 -0.10
C 7.302046 9.215670 4.718079 -0.034 -0.223 -0.271 -0.44
H 4.895490 4.350646 2.147899 0.086 -0.016 -0.040 0.30
H -0.372549 2.074707 -2.760461 -1.786 -0.202 0.488 0.28
H 3.382494 6.786654 4.652327 -0.028 -0.051 0.087 0.30
H 6.761222 -2.957454 2.881784 -0.020 -0.090 -0.033 0.26
H 3.591798 8.661567 -0.624174 -0.069 -0.021 -0.028 0.35
H -3.465840 3.971833 -1.241489 1.301 0.674 -0.252 0.13
F -5.605958 0.182235 1.598083 1.541 -2.024 -2.820 -0.21
O -2.570439 0.617144 0.819823 -2.852 -2.394 -3.270 -0.62
H -4.416141 0.871329 -9.673710 0.073 -0.055 0.056 0.27
H -1.212727 3.456645 -0.105169 -0.321 0.488 -0.333 0.17
H 2.312259 5.410374 4.310633 0.022 0.048 -0.120 0.28
N -1.002980 -3.335839 -1.777161 1.946 -3.504 4.836 0.06
C -5.959653 -1.482793 -0.260347 -1.577 -1.801 0.667 0.44
H 1.746597 -3.225479 3.187483 -1.256 -0.955 -0.803 0.31
H -2.951444 -9.265880 -0.760103 0.080 0.078 0.033 0.14
C -2.304575 -1.515342 -1.389316 4.015 -5.484 1.391 -0.04
H -2.412750 -9.266762 3.779556 -0.036 0.040 0.087 0.29
H 4.475413 5.060776 5.947810 -0.021 0.021 -0.082 0.35
H -3.575911 -8.119888 1.496340 0.020 0.077 -0.023 0.08
C -3.587652 0.895922 -8.958877 -0.136 -0.196 -0.356 -0.58
H -4.031562 3.352183 -6.801456 -0.078 -0.090 0.040 0.19
H 2.988946 7.408421 -2.605117 0.053 0.101 -0.017 0.27
H 4.029058 3.815358 4.769512 -0.018 0.059 0.051 0.29
H -3.783682 -0.647042 -3.640714 0.645 1.243 1.077 0.34
F -5.343122 -2.280392 -1.247752 -0.642 1.990 2.019 -0.22
C 2.508913 6.916647 0.147101 0.173 -0.160 0.121 0.01
H 5.648219 -5.098083 4.729357 0.031 0.081 0.033 0.27
C -3.399603 0.192411 -2.943684 -0.082 0.553 -2.283 -0.86
H 1.618055 -4.769994 2.220130 -1.016 1.348 0.532 0.17
C -1.060078 -3.274695 -0.336010 -3.104 3.932 -2.423 -0.05
H -4.744568 -0.511692 -7.758115 0.002 0.071 0.115 0.31
H 6.720719 8.713379 7.577594 0.068 -0.017 0.074 0.28
H -5.870008 -10.457253 -2.336588 0.135 -0.015 -0.036 0.30
C 8.006858 10.249179 5.574510 -0.186 0.420 -0.028 -0.56
C 4.596960 -3.227979 4.564883 -0.116 0.333 0.148 -0.46
O -4.309984 1.679961 -0.461497 0.460 -4.270 -1.071 -0.57
N -1.904342 -2.126262 -0.134607 0.253 -0.115 -1.716 -0.15
H -0.484295 -4.884290 -3.292717 0.449 0.995 1.132 0.69
O 1.221735 6.703917 -1.831209 0.155 0.101 0.125 -0.40
H -0.319232 -2.642229 -4.580151 -0.575 0.607 0.957 0.24
C -2.013020 -8.247453 3.760235 0.086 -0.367 0.083 -0.52
H -3.436035 -6.355239 1.418922 0.024 -0.032 0.021 0.32
C 0.013685 -3.187722 1.727145 0.880 0.855 2.037 -0.23
C -3.026657 -7.254885 1.883037 -0.264 -0.163 -0.350 -0.16
F -6.669059 -2.390714 0.588940 1.620 2.198 -1.939 -0.28
H 4.815566 -2.171851 4.753742 0.016 -0.034 0.083 0.30
H -1.305507 0.353221 -3.929848 -1.477 0.769 0.716 0.26
H -3.172672 -0.064490 -7.057497 0.109 -0.112 -0.045 -0.05
H -2.572778 5.506649 -1.859275 0.005 -1.730 0.578 0.37
O -3.842353 -10.031821 -2.442924 -0.054 0.382 0.132 -0.45
C 3.337071 5.779191 4.225138 -0.126 0.344 -0.016 -0.50
H -0.168996 -5.337674 -1.548412 -0.494 1.677 -0.924 0.06
H -5.354221 -9.452021 -3.706779 -0.099 0.004 0.021 0.26
H 4.911118 -3.344611 1.423109 -0.102 0.025 0.070 0.27
H 8.794843 9.958176 7.600080 -0.032 -0.060 -0.053 0.34
H -5.274504 2.965011 -8.009433 0.060 0.074 0.012 0.32
C 2.596952 8.212715 -0.628870 -0.082 0.383 0.047 -0.62
C 8.575638 9.399164 6.688967 0.427 -0.154 0.116 -0.55
C 5.586924 5.110740 4.058523 0.461 0.309 0.072 0.00
H 7.986302 8.771180 3.987339 0.005 0.085 -0.056 0.28
H -4.068233 -7.502253 3.796838 0.088 0.007 -0.017 0.36
H -2.188389 -1.327757 -4.855922 0.637 0.152 1.103 -0.04
H -2.289119 2.385764 -8.117847 -0.047 0.050 -0.056 0.24
H 0.424841 -4.472037 3.589946 0.656 0.813 -1.370 0.36
C 4.906112 -3.912543 2.356324 -0.256 -0.133 -0.171 -0.42
H -2.740846 0.367695 -9.400021 -0.070 0.021 0.042 0.34
F -7.866644 -1.464595 -1.765600 2.078 2.035 1.853 -0.24
N -1.433093 4.404201 -0.444728 -1.138 -0.189 0.161 -0.37
P -1.687305 -2.452844 -4.145062 -1.426 -2.565 -2.621 0.18
H 1.664728 8.592327 -2.566287 -0.044 -0.118 -0.027 0.30
```
Positions in Å, forces in eV/Å.

- calculated total energy (eV) = -126803.1508
- total charge = +1
- LUMO level (eV) = -3.82
- Kohn-Sham gap (eV) = 6.48
- F_max (eV Å⁻¹) = 8.4
- HOMO energy (eV) = -10.30